Computed, not measured: C18H44N2O5 as an isolated structure in a non-equilibrium geometry, with ωB97M-V/def2-TZVPD.

## Properties
- charge = 0
- ΔE to the lowest compared entry with this formula, charge and spin (kcal per mole) = 180.1
- HOMO energy (Ha) = -0.2900

Geometry (Å):
O  2.20397  1.04790  1.46382
H  1.88937  0.19348  1.16849
H  2.86903  1.29409  0.82093
O  3.22456  -1.40640  0.03140
H  3.91242  -1.82286  0.55068
H  3.65146  -1.17997  -0.79487
O  1.29005  -0.55857  0.32705
H  2.15320  -0.74691  -0.04137
H  0.88686  -1.41857  0.44561
C  -1.91381  0.56322  5.16386
C  -1.41244  -0.25821  3.97045
C  0.00768  0.22798  3.73558
C  0.87388  -0.60757  2.78153
C  0.76945  -2.10008  3.21683
C  -0.61456  -2.68106  3.48126
N  -1.34415  -1.71925  4.33336
O  -2.44572  -2.31731  4.82810
C  -1.34442  -2.94596  2.14354
C  -0.43609  -4.03105  4.08321
C  -2.25162  -0.01603  2.68457
H  -2.99303  0.54858  5.31595
H  -1.60947  1.60309  5.04490
H  -1.52327  0.15145  6.09445
H  -0.07827  1.15000  3.16062
H  0.48799  0.43820  4.69119
H  1.88822  -0.21974  2.87550
H  0.57085  -0.56273  1.73546
H  1.30085  -2.11686  4.16837
H  1.28142  -2.74437  2.50207
H  -2.42246  -3.03768  2.27583
H  -1.32231  -2.06710  1.49916
H  -0.93724  -3.77895  1.57043
H  0.07661  -3.81890  5.02142
H  -1.40704  -4.47447  4.30399
H  0.10660  -4.74312  3.46148
H  -2.56199  1.02788  2.72969
H  -3.12919  -0.64443  2.53269
H  -1.68108  -0.12784  1.76255
H  -3.05156  -2.11954  4.11015
C  -1.17720  3.90805  -3.54367
C  -0.45464  2.59109  -4.03855
C  0.91792  3.02962  -4.52100
C  1.77880  1.82028  -4.79449
C  1.94234  0.93889  -3.51350
C  0.56380  0.47782  -2.91626
N  -0.31706  1.62982  -2.89795
O  -1.53441  1.39094  -2.34789
C  0.03359  -0.68588  -3.80280
C  0.88846  -0.04939  -1.51745
C  -1.34155  2.04738  -5.14223
H  -2.15831  3.63240  -3.15693
H  -1.26099  4.69422  -4.29403
H  -0.71131  4.30843  -2.64326
H  0.80630  3.56385  -5.46453
H  1.46917  3.73265  -3.89653
H  2.78604  2.14117  -5.06020
H  1.37546  1.28325  -5.65299
H  2.58073  1.45361  -2.79542
H  2.44467  0.02662  -3.83526
H  0.36097  -0.57748  -4.83681
H  0.51378  -1.59395  -3.43820
H  -1.03825  -0.85508  -3.69972
H  1.73357  -0.73777  -1.51485
H  0.98635  0.80636  -0.84949
H  -0.03398  -0.57559  -1.27178
H  -0.90570  1.16546  -5.61165
H  -1.45338  2.76601  -5.95412
H  -2.32618  1.83451  -4.72596
H  -1.43377  1.85261  -1.51223